Record 1
The following is a quantum chemistry calculation of C28H23ClN6O6S3Zr as an isolated structure, from OMol25.

The geometry in XYZ format:
```
68
Properties=species:S:1:pos:R:3:nbo_charge:R:1
H -0.33728 -3.15770 3.18188 0.19
N -0.20359 -1.24589 -2.25202 -0.18
C -2.52595 -2.26333 1.79200 -0.65
N -0.44777 0.01039 -1.85904 -0.23
H 1.99151 -3.09583 4.00580 0.18
O 1.27452 2.49847 1.31238 -0.83
H -6.75946 1.57819 -1.88663 0.19
H 3.63129 -2.57589 -0.16174 0.22
C 0.35422 -2.39157 2.84682 -0.21
O -3.05721 0.91107 -5.11383 -0.69
H 2.36072 -1.04014 -1.63488 0.25
C 4.14679 1.93517 0.22623 -0.06
C 0.60499 -4.10229 -0.06325 -0.23
H -4.51403 2.87575 0.90776 0.39
Zr -0.10570 1.30957 0.26734 2.00
C 2.25027 3.34747 1.35476 0.82
H -3.46019 -1.88428 1.38293 0.24
C -2.51603 -0.27651 -4.91249 0.79
C 0.54243 -2.14364 -1.42386 0.10
H 5.84967 0.82313 -0.45101 0.21
N -2.92469 0.17124 0.40613 -0.45
H 7.29361 1.42970 1.43701 0.19
C 1.95150 -3.87374 0.17875 -0.20
C 1.63222 -2.36050 3.29425 -0.27
C -1.29474 0.52284 -2.71730 0.08
C 5.46795 1.47012 0.33191 -0.27
S 3.31909 1.30461 -1.20252 0.09
C -5.44062 1.30051 -0.18245 -0.22
C 1.99539 -0.37857 1.97239 0.07
H -2.65255 -2.39351 2.87179 0.20
N 0.71545 -0.35116 1.49709 -0.74
C -1.77307 1.90198 -2.38926 0.81
H -6.34516 3.07601 -1.04209 0.18
H -5.04682 0.34306 -0.51857 0.23
C 4.51571 3.16766 2.25762 -0.16
O -2.69969 -1.19992 -5.67714 -0.63
C 3.65732 2.78618 1.22053 -0.20
C -0.11938 -3.21500 -0.84252 -0.15
H -2.34505 -3.26078 1.37130 0.19
H -1.18295 -3.33433 -1.00490 0.22
H -6.26193 1.08197 0.51492 0.15
N -4.35663 1.98073 0.48095 -0.63
H 4.12014 3.85552 2.99377 0.22
H -2.76389 1.59336 -4.41786 0.51
O -1.34327 2.32287 -1.28850 -0.74
C 1.88531 -1.91145 -1.20721 -0.19
C -0.12788 -1.41788 1.92137 0.01
C -1.62737 -0.40396 -3.73260 -0.29
Cl -0.75610 -3.04673 -4.12137 0.07
H 0.10535 -4.93818 0.41015 0.20
S -2.03253 2.38463 1.70770 -0.32
C 5.80706 2.69021 2.36369 -0.26
O -2.53985 2.48170 -3.17877 -0.69
C 2.58991 -2.77475 -0.37841 -0.20
H 3.52350 -1.23397 3.15251 0.20
H 6.43422 2.98986 3.19469 0.19
N -1.60139 -0.20210 0.69860 -0.59
H 2.62822 0.42996 1.63566 0.21
C -0.90153 -1.52578 -3.37421 0.18
H 2.49642 -4.53770 0.83802 0.21
S 1.68538 2.46138 -1.66694 -0.50
H -5.14247 2.29371 -2.07053 0.24
O 2.13190 4.52970 1.62096 -0.64
C -1.41546 -1.30836 1.47547 0.12
C -5.95580 2.10678 -1.36773 -0.61
C 6.28347 1.82039 1.38706 -0.22
C -3.16485 1.37802 0.80853 0.30
C 2.49733 -1.31852 2.81888 -0.38
```

Calculated values
* net charge: -2
* 2S+1: 1
* HOMO-LUMO gap: 4.457 eV
* energy relative to the best compared isomer or geometry (same formula, charge and spin): 18.1 kcal/mol
* LUMO level: 4.30 eV

---

Record 2
The following is a quantum chemistry calculation of C28H24BF4FeN5O4 as an isolated structure, from OMol25.

The geometry in XYZ format:
```
67
Properties=species:S:1:pos:R:3:lowdin_spin:R:1
Fe -0.30854 -1.07114 -1.59603 3.72
C -2.03973 0.20084 3.11226 0.00
C -0.03018 -4.30564 -0.53003 0.01
C -1.28796 -3.72838 -0.40661 0.01
H -0.27387 -0.56618 4.03558 0.00
H 0.13854 -5.25755 -0.04266 0.00
H -4.46310 0.63532 -1.59996 0.00
H 5.39426 0.31310 -7.08177 0.00
C -3.07672 2.94392 3.52470 0.00
C -0.79699 -0.37132 3.10833 0.00
H 1.34558 0.29051 -5.63108 0.00
H 6.04659 -1.15417 -5.19403 0.00
H -1.02662 4.45247 1.25729 0.00
C 5.01271 -0.84709 -5.30959 0.00
C 2.37719 -0.03176 -5.56841 0.00
H 3.03274 1.02943 -7.31586 0.00
H 4.33141 -1.89130 -3.54733 0.00
C 4.64795 -0.02376 -6.36998 0.00
N -0.77651 -0.45952 0.73633 0.02
H -3.06929 3.09987 1.37127 0.00
H -0.76502 4.44616 5.51619 0.00
C 2.73438 -0.86602 -4.51497 0.00
H 1.57148 3.96231 4.24074 0.00
N -4.78549 1.48941 2.81857 0.00
C 1.03366 -3.78817 -1.32800 0.01
C 1.70113 -1.27332 -3.51190 0.00
H -3.01034 -3.79845 0.86713 0.00
O 0.62437 -0.57043 -3.43662 0.05
C -1.26950 4.15737 4.60301 0.00
F 3.90965 0.43171 -0.54280 0.00
C -4.66565 0.88711 0.52348 0.00
C -2.35522 -4.50120 0.34907 0.00
C -0.76641 4.54468 3.37375 0.00
C 2.25499 -4.65087 -1.53723 0.00
O -1.87571 0.16183 -1.62980 0.02
N 0.96516 -2.63128 -1.91482 0.03
H 1.22927 5.47513 5.11912 0.00
C -2.59542 0.28871 -0.60439 0.00
F 1.66841 -0.13258 -0.57581 0.02
H -2.96647 -5.06282 -0.36349 0.00
C 3.32595 0.38255 -6.49605 0.00
H -2.79139 3.04584 5.63116 0.00
N 1.98028 -2.35255 -2.83252 0.01
O 0.35658 5.31223 3.22678 0.00
H 0.79607 -1.14593 1.83622 0.00
C -3.97097 0.59346 -0.63600 0.00
H -2.52701 0.45201 4.04507 0.00
H 2.39006 -4.85244 -2.59945 0.00
F 2.53619 1.05690 1.20402 0.00
C 4.06280 -1.26788 -4.38972 0.00
H 2.30861 5.48719 3.71166 0.00
C -1.42981 4.15501 2.21694 0.00
H -5.71091 1.17529 0.46737 0.00
C -4.04944 0.96206 1.76993 0.01
N -4.24986 2.16634 3.72666 0.01
F 3.09194 -1.16415 0.91486 0.00
C 1.41165 5.03753 4.13194 0.00
C -2.41645 3.37560 4.66858 0.00
H 3.13702 -4.10593 -1.19555 0.00
C -2.70264 0.44427 1.88974 0.00
H 2.16150 -5.58948 -0.98796 0.00
H -1.91665 -5.19641 1.06738 0.00
C -0.18920 -0.69267 1.88151 0.00
O -1.65911 -2.62792 -0.91570 0.06
C -2.00798 0.09214 0.72150 0.00
C -2.56818 3.37677 2.28808 0.00
B 2.81620 0.05323 0.24992 0.00
```

Calculated values
* net charge: -2
* 2S+1: 5
* HOMO-LUMO gap (alpha / beta): 5.765 / 5.841 eV
* energy relative to the best compared isomer or geometry (same formula, charge and spin): 0.0 kcal/mol
* LUMO level (alpha / beta): 4.28 / 4.28 eV

---

Record 3
The following is a quantum chemistry calculation of C28H24Br2LiN6O3SSbTe as an isolated structure, from OMol25.

The geometry in XYZ format:
```
67
Properties=species:S:1:pos:R:3:nbo_charge:R:1
C 7.32184 2.08638 -3.01523 -0.22
H 1.67917 3.40678 2.13313 0.21
H 4.89127 -0.89293 -2.78236 0.21
C 2.39454 -0.89660 -7.11866 -0.23
H -2.05162 -4.15603 -0.73116 0.36
H 2.29717 -1.43096 -8.05705 0.19
C 3.33304 -0.47573 0.99603 -0.25
N -2.45683 -1.27767 -1.84045 -0.64
Te -0.05757 1.95634 -2.64742 0.13
C 1.52058 -0.30602 -4.95451 -0.14
N -1.98013 -0.32482 -2.77974 0.22
H 2.48014 -2.30511 1.72928 0.21
N -3.56305 -3.00830 -0.11123 -0.67
C 5.05244 1.24814 -2.90063 -0.39
C 3.50799 -0.10062 -6.88416 -0.22
H 4.51741 1.17865 -5.49370 0.22
O -1.67629 -0.87002 -4.03226 -0.64
C 1.88294 -1.89645 -0.29242 -0.22
O -0.68746 0.07513 -2.18655 -0.80
Br 2.12840 -0.13545 5.92405 -0.02
H 8.88934 0.61605 -2.99917 0.19
H 1.36986 -1.21835 -2.24641 0.25
H -1.20630 -1.72827 -3.81577 0.48
C 5.56888 -0.04663 -2.85334 -0.16
N -2.66751 -3.45817 -1.11900 -0.49
H 4.28120 -0.00728 -7.63848 0.19
H -4.22697 -2.41654 -0.59757 0.35
C 0.46171 1.92916 1.14482 0.05
S 2.85387 3.84053 -2.70737 -0.88
C 5.94784 2.30918 -2.97927 -0.25
Sb 2.86111 1.54533 -2.85915 1.60
C -0.23022 -2.23357 3.22434 -0.25
N -0.08847 0.73835 1.16260 -0.46
C 3.63659 0.57486 -5.67723 -0.23
C 1.45113 1.63093 3.30179 -0.17
C -0.48548 -1.39438 2.12976 0.45
C 3.41842 0.40629 -0.07342 -0.18
H 5.55155 3.31879 -3.00736 0.24
C 1.08534 -0.59990 4.39259 -0.13
H 0.30186 2.52162 0.25034 0.23
C 2.56799 -1.63003 0.88539 -0.22
N -0.95607 -2.94145 -2.64957 -0.95
C 7.81967 0.79208 -2.97282 -0.24
H -3.04394 -2.38961 0.51210 0.37
C 0.11829 -0.06585 2.23309 0.08
C -1.95999 -2.51940 -1.90544 0.54
C 2.64185 0.47898 -4.70858 -0.39
H 1.25402 -2.77418 -0.38049 0.23
Li -1.16846 -0.46879 -0.35392 0.87
H -0.88812 -3.95431 -2.59966 0.33
C 0.89479 0.33420 3.34343 -0.12
C 1.95491 -1.00789 -1.35934 -0.21
H 8.00463 2.92731 -3.07481 0.19
Br -0.93700 -3.99547 3.17469 0.01
H 3.85047 -0.25478 1.92291 0.20
O -1.15154 -1.71276 1.10462 -0.82
H 4.02202 1.30450 0.01483 0.21
H 0.71502 -0.37467 -4.23341 0.24
C 2.72645 0.14555 -1.25112 -0.40
C 0.53732 -1.84950 4.32692 -0.23
H 0.52932 -1.61631 -6.31922 0.21
C 6.93696 -0.27883 -2.89070 -0.25
H 0.69701 -2.55596 5.13032 0.22
C 1.40574 -1.00258 -6.15088 -0.22
H 2.05564 1.97566 4.13076 0.22
C 1.24273 2.41953 2.20786 -0.25
H 7.31602 -1.29406 -2.85163 0.20
```

Calculated values
* net charge: -2
* 2S+1: 1
* HOMO-LUMO gap: 5.761 eV
* energy relative to the best compared isomer or geometry (same formula, charge and spin): 0.0 kcal/mol
* LUMO level: 3.74 eV

---

Record 4
The following is a quantum chemistry calculation of C28H24Cl3F5Ge2N6O6W as an isolated structure, from OMol25.

The geometry in XYZ format:
```
75
Properties=species:S:1:pos:R:3:lowdin_spin:R:1
O 2.09485 -0.78456 2.76621 0.01
H -3.07784 -0.58145 -1.85474 0.00
N -3.54094 1.64379 -3.99069 0.00
F 3.31162 2.06280 -3.04913 0.00
H -2.53459 -2.75022 6.95280 0.00
C 0.04687 1.58730 -4.12202 0.00
C 4.48015 -0.42588 -0.02526 0.00
C -1.32313 1.28653 -4.11301 0.00
H -0.44418 4.18039 0.45524 0.00
H -2.71725 4.35326 -3.62502 0.00
O -1.36364 -1.11566 1.25894 0.02
N -3.35819 0.38969 -4.14351 0.00
C 0.92036 -2.15202 -1.91590 0.00
C -1.45194 -1.75349 3.45932 0.01
C -1.99697 -2.13199 4.65356 0.00
C 2.00141 -0.92690 4.04164 0.01
C 0.58543 0.92071 1.12433 -0.23
H -0.04796 4.17760 2.18206 0.00
N -0.79450 -1.62793 -3.15880 0.00
O 2.25978 -1.17622 0.25924 0.03
Ge 3.09228 -3.59164 1.93837 0.00
H -2.63707 0.93923 3.27318 0.00
H 1.86533 -2.49508 -1.53030 0.00
H -3.14265 0.79128 0.48444 0.00
H -2.71200 -1.49665 -0.38700 0.00
F 6.70660 0.26462 -0.34671 0.00
H -0.30083 4.93114 -3.61292 0.00
C 3.11880 -0.38697 -0.34551 0.01
C 0.37295 2.90851 -3.94717 0.00
C -0.61542 3.90696 -3.76542 0.00
H -0.98785 1.08998 3.91498 0.00
N -0.14036 -1.87019 -1.07220 0.00
C 2.76134 0.50264 -1.37118 0.00
H 1.08270 -2.10047 -4.12835 0.00
O -3.35150 -1.82460 1.96329 0.04
C 5.03595 1.16985 -1.72151 0.00
H 0.80871 -1.62728 6.50597 0.00
O 2.86771 -0.76539 4.87153 0.01
C -1.18072 -2.10608 5.78239 0.01
H -0.92637 -1.36693 -5.17173 0.00
H 1.41713 3.19103 -3.93517 0.00
W 0.61120 -1.05857 1.38827 1.06
H -3.01708 2.48135 -0.04661 0.00
H 1.44999 1.55937 0.92628 -0.01
C -1.74547 1.57136 3.29571 0.00
N -0.19004 -1.38614 3.33959 0.00
C -2.29784 2.25858 -3.95523 0.00
F 1.48262 0.65945 -1.72718 -0.01
C 3.69892 1.25069 -2.05006 0.00
C -1.16987 -1.59642 -1.84423 0.00
N -2.03510 0.13146 -4.23718 0.00
C 0.59141 -1.36120 4.40620 0.01
C -2.17729 -1.59884 2.14527 0.02
H -3.03953 -2.42724 4.69074 0.00
C -1.57226 -1.23709 -4.30601 0.00
C -0.78861 3.86201 1.44302 0.00
C -1.95313 3.60092 -3.77008 0.00
Ge -1.06144 1.91739 1.48070 -0.02
C -2.45285 1.56609 0.14984 0.00
H -2.46753 -1.84412 -4.42407 0.00
Cl 3.09990 -5.68758 2.87940 0.00
C 0.54470 -1.99057 -3.20124 0.00
H -3.14621 -2.33947 -1.87234 0.00
C 5.41674 0.33580 -0.69408 0.00
C 0.14208 -1.68881 5.65644 0.00
F 4.91100 -1.20578 0.96418 0.00
C -2.60569 -1.48018 -1.46192 0.00
Cl 0.58448 -3.60597 1.43415 0.02
Cl 3.59382 -4.31995 -0.18061 0.00
H 0.80827 0.82705 -4.23486 0.00
H -2.01485 2.52119 3.76217 0.00
F 5.94777 1.88572 -2.39663 0.00
H -1.73121 4.37255 1.65896 0.00
H -1.98186 1.24237 -0.78049 0.00
O -1.61910 -2.45517 7.00764 0.01
```

Calculated values
* net charge: -1
* 2S+1: 2
* HOMO-LUMO gap (alpha / beta): 6.688 / 7.406 eV
* energy relative to the best compared isomer or geometry (same formula, charge and spin): 11.1 kcal/mol
* LUMO level (alpha / beta): 1.94 / 1.75 eV